1.
9
Properties=species:S:1:pos:R:3 method="wB97M-V/def2-TZVPD" de_lowest_kcal_mol=79.6 spin_multiplicity=1 e_homo_ev=-8.94 homo_lumo_gap_ha=0.3389 total_charge=0
C 1.6539 -0.5851 0.6616
C 1.1402 0.4909 1.2691
C 0.9753 -0.2033 -0.4886
P -0.6759 -1.0921 -0.6381
P 1.1552 1.6432 -0.1619
H 1.8543 -1.4811 1.0567
H -1.0618 -0.4898 0.6074
H -1.1658 -0.2833 -1.5541
H -0.2515 2.0446 -0.2046

2.
17
Properties=species:S:1:pos:R:3 method="wB97M-V/def2-TZVPD" de_lowest_kcal_mol=11.7 spin_multiplicity=1 e_homo_ev=-10.43 smiles="CC(=O)O.O.O.O" homo_lumo_gap_ha=0.3830 total_charge=0
C 2.5607 0.7948 -0.8535
C 1.7003 -0.2435 -0.2520
O 1.7163 -0.6222 0.8984
O 0.7743 -0.7182 -1.1007
H 3.5621 0.7438 -0.4282
H 2.1760 1.7682 -0.5605
H 2.5627 0.8253 -1.9446
H 0.1638 -1.2638 -0.5580
O -3.3945 0.5222 0.2966
H -3.6066 0.1758 1.1636
H -2.7666 -0.0354 -0.1644
O -0.0953 1.9390 1.1821
H 0.0934 0.9928 1.2533
H -0.9590 1.9669 0.7533
O -1.3176 -1.9791 0.0569
H -1.1909 -2.5598 0.8116
H -1.9790 -2.3068 -0.5538

3.
19
Properties=species:S:1:pos:R:3 method="wB97M-V/def2-TZVPD" de_lowest_kcal_mol=117.9 spin_multiplicity=1 e_homo_ev=-9.89 smiles=C[C@]1([C@@]2(CO)CO2)CO1 homo_lumo_gap_ha=0.3823 total_charge=0
C 0.2271 -1.8745 0.3784
C 0.7366 -0.4794 -0.0652
C -0.4288 0.4651 -0.1283
C -1.5886 -0.0647 -0.6805
O -2.1163 -0.8222 0.2325
C -0.3778 1.5852 0.8576
O -0.1062 1.8277 -0.5021
C 2.1094 -0.3550 -0.7434
O 1.9120 0.1593 0.6068
H -0.6355 -2.0952 -0.2519
H 0.9384 -2.6311 0.5432
H -0.1145 -1.7304 1.4482
H -2.1264 0.8755 -1.1471
H -1.2709 -0.8338 -1.4387
H -2.6422 -1.6375 -0.0581
H 0.5918 1.8703 1.4484
H -1.3158 2.0124 1.3379
H 2.2059 0.4469 -1.5519
H 2.7858 -1.2552 -0.7397

4.
80
Properties=species:S:1:pos:R:3 method="wB97M-V/def2-TZVPD" de_lowest_kcal_mol=0.0 s_squared=0.765 spin_multiplicity=2 e_homo_ev="-10.64 / -10.64" homo_lumo_gap_ha="0.2723 / 0.2899" total_charge=+1
Cr 0.4188 -0.3529 0.1264
F 5.8132 1.2471 -0.4843
C 4.7533 0.5524 -0.8598
F 4.6366 0.5977 -2.1846
F 4.9056 -0.7227 -0.4919
S 3.2397 1.2315 -0.0680
O 2.2188 0.3020 -0.5950
O 3.4601 1.1497 1.3427
N 3.1763 2.6385 -0.6522
S 1.9938 3.4019 -1.3896
O 1.2723 4.2601 -0.4974
O 1.2648 2.5859 -2.3162
C 3.0428 4.5149 -2.4161
F 3.7232 3.7991 -3.3099
F 3.8927 5.1910 -1.6578
F 2.2489 5.3669 -3.0565
C 3.7519 -3.4877 -1.9705
N 2.9549 -2.4576 -2.6252
C 3.2975 -1.8070 -3.7953
C 2.3514 -0.8841 -4.0288
N 1.4205 -0.9800 -2.9994
C 1.8202 -1.9431 -2.1273
S 1.1533 -2.4438 -0.6350
C 0.2190 -0.2218 -2.9706
C -0.3152 0.2039 -4.1773
C -1.4596 0.9738 -4.1583
C -2.0492 1.2712 -2.9414
C -1.4637 0.7776 -1.7987
N -0.3433 0.0412 -1.8001
H 4.5145 -3.8175 -2.6701
H 3.1199 -4.3285 -1.6989
H 4.2165 -3.0777 -1.0756
H 4.1953 -2.0441 -4.3368
H 2.2900 -0.1340 -4.7940
H 0.1398 -0.0733 -5.1151
H -1.8874 1.3263 -5.0869
H -2.9517 1.8607 -2.8715
H -1.8917 0.9657 -0.8266
Cl 0.8344 -0.2160 5.4882
C 2.1328 -0.7731 4.4215
Cl 3.5420 0.2712 4.5426
Cl 2.5453 -2.4517 4.7660
C 1.6242 -0.6936 3.0469
N 1.2113 -0.6034 1.9888
O -1.1595 -0.8341 0.7286
C -2.4169 -1.3127 1.1670
C -3.1173 -0.1827 1.9054
C -2.9638 0.1595 3.2153
C -3.6597 1.3481 3.5663
C -4.3257 1.8878 2.5089
S -4.1209 0.9577 1.0897
C -2.1847 -2.4785 2.1187
C -3.0854 -3.0428 2.9718
C -2.5763 -4.1930 3.6311
C -1.3013 -4.4828 3.2552
S -0.7153 -3.3616 2.1065
C -3.2437 -1.7960 -0.0106
C -4.5989 -1.9503 -0.0580
C -5.0453 -2.5663 -1.2565
C -4.0144 -2.8797 -2.0865
S -2.5051 -2.4313 -1.4246
H -2.3792 -0.4294 3.9078
H -3.6876 1.7627 4.5639
H -4.9608 2.7598 2.4989
H -4.0831 -2.6536 3.1209
H -3.1339 -4.7746 4.3505
H -0.6718 -5.2890 3.5958
H -5.2602 -1.6487 0.7425
H -6.0818 -2.7650 -1.4859
H -4.0600 -3.3412 -3.0599
C -1.2082 3.5877 1.2337
S -0.1830 2.2782 1.8667
C 1.1976 3.2596 2.4306
O 0.3321 1.6173 0.5788
H -1.4780 4.2385 2.0653
H -2.1049 3.1305 0.8248
H -0.6364 4.1154 0.4710
H 0.9206 3.7172 3.3804
H 1.4482 4.0038 1.6763
H 2.0312 2.5729 2.5693

5.
195
Properties=species:S:1:pos:R:3 method="wB97M-V/def2-TZVPD" spin_multiplicity=1 e_homo_ev=-13.33 homo_lumo_gap_ha=0.1948 total_charge=+2
C -4.4467 6.3168 2.3017
C -4.3160 4.8523 2.0562
C -3.1053 4.0707 2.5990
O -3.4254 3.5919 3.8905
C -2.6301 2.4755 4.3436
N -5.5792 4.1673 2.5373
H -6.3709 4.7910 2.6031
H -5.7566 3.4280 1.8724
H -5.5106 3.9381 3.5186
H -3.6371 6.9343 1.9126
H -4.4437 6.3643 3.3907
H -5.4127 6.7012 1.9744
H -4.4852 4.5832 1.0136
H -2.2946 4.7985 2.6355
H -2.7808 3.2351 1.9787
H -1.5738 2.7339 4.2681
H -2.8977 1.5963 3.7575
H -2.8405 2.4042 5.4107
C 5.9053 7.0576 -1.7952
C 5.2510 5.9275 -0.9240
C 6.2758 5.0547 -0.1661
O 5.6227 4.0660 0.5980
C 5.0210 3.0565 -0.1971
N 4.1321 6.5311 -0.0432
H 3.3775 5.9005 0.1873
H 4.5198 6.8975 0.8143
H 3.6492 7.2257 -0.5950
H 6.1625 7.9151 -1.1734
H 5.2519 7.5067 -2.5432
H 6.8845 6.7571 -2.1683
H 4.6472 5.3105 -1.5895
H 6.7845 5.7181 0.5335
H 7.0348 4.6316 -0.8241
H 5.3711 2.9809 -1.2265
H 3.9531 3.2643 -0.2637
H 5.0026 2.0653 0.2561
C 1.9912 -1.7660 0.1515
C 2.0373 -0.3442 0.7039
C 0.9479 0.5466 0.1440
O -0.3421 0.0277 0.6050
C -1.4254 0.7564 0.1667
N 2.1670 -0.3324 2.2539
H 2.2053 0.6543 2.4664
H 1.4062 -0.7956 2.7300
H 2.9943 -0.7463 2.6592
H 2.9892 -2.2012 0.2032
H 1.7253 -1.7810 -0.9055
H 1.3114 -2.3988 0.7221
H 3.0163 0.0092 0.3799
H 1.0046 0.6281 -0.9415
H 0.9767 1.5765 0.4996
H -1.4305 1.0244 -0.8898
H -1.4979 1.7249 0.6615
H -2.3218 0.2040 0.4484
C -1.9789 -4.6816 -5.2144
C -2.0370 -4.5189 -3.6632
C -0.8607 -3.6270 -3.1903
C -0.9788 -3.1200 -1.6999
C -2.4224 -2.9927 -1.2154
C -3.4501 -2.5962 -2.2770
N -3.3163 -3.7187 -3.3307
O -4.4156 -3.9944 -4.1364
C -3.3060 -1.2348 -2.9754
C -4.7729 -2.7233 -1.5105
C -2.0920 -5.9336 -3.0346
H -1.9367 -3.7194 -5.7247
H -2.8523 -5.2183 -5.5848
H -1.1870 -5.3223 -5.6022
H -0.7696 -2.7151 -3.7804
H 0.1167 -4.0452 -3.4311
H -0.4678 -2.1647 -1.5794
H -0.5322 -3.8895 -1.0702
H -2.3921 -2.2798 -0.3914
H -2.7475 -3.8738 -0.6621
H -3.1363 -0.4690 -2.2186
H -4.0937 -0.9656 -3.6791
H -2.3976 -1.2557 -3.5773
H -5.0852 -2.0356 -0.7246
H -4.9298 -3.7396 -1.1491
H -5.6367 -2.5941 -2.1627
H -2.1619 -5.9031 -1.9472
H -1.1632 -6.4789 -3.2016
H -2.9523 -6.5567 -3.2790
C -4.5340 -3.2945 2.1875
C -3.7181 -3.9976 3.3438
C -2.2033 -3.8005 3.0512
C -1.5913 -2.4470 3.2084
C -1.9387 -1.9096 4.6638
C -3.4181 -1.8033 5.0490
N -4.1186 -3.1766 4.6081
O -5.3457 -3.4495 5.1560
C -4.1683 -0.5914 4.4351
C -3.3849 -1.7311 6.6391
C -4.0675 -5.4391 3.5386
H -5.5719 -3.2097 2.5096
H -4.4332 -3.8576 1.2596
H -4.1959 -2.2949 1.9147
H -1.9751 -4.0806 2.0228
H -1.6790 -4.4720 3.7311
H -1.9303 -1.8140 2.3884
H -0.5301 -2.6317 3.0416
H -1.4028 -0.9759 4.8341
H -1.4037 -2.5138 5.3965
H -4.0183 -0.5710 3.3557
H -3.7698 0.3410 4.8349
H -5.2570 -0.5916 4.4881
H -2.7956 -2.5655 7.0193
H -4.3959 -1.7168 7.0462
H -2.8534 -0.8176 6.9057
H -5.1136 -5.7012 3.6968
H -3.5239 -5.8379 4.3950
H -3.6565 -5.9632 2.6758
C 6.6232 -3.9008 -2.7093
C 5.7026 -4.4989 -1.6466
C 4.2739 -4.2318 -2.2070
C 3.1280 -5.1020 -1.6983
C 3.5467 -6.4985 -2.0263
C 4.7848 -6.9765 -1.1515
N 5.9623 -6.0125 -1.5193
O 7.1581 -6.6285 -1.8546
C 5.0086 -8.4209 -1.7661
C 4.6371 -7.0632 0.3796
C 5.8402 -3.8369 -0.2716
H 7.6502 -4.1930 -2.4901
H 6.4755 -2.8208 -2.7111
H 6.4082 -4.3195 -3.6924
H 4.2461 -4.2949 -3.2949
H 3.9950 -3.2186 -1.9175
H 2.1778 -4.7438 -2.0943
H 2.9005 -4.8909 -0.6534
H 3.6889 -6.7702 -3.0723
H 2.6480 -7.0769 -1.8121
H 5.0855 -8.4592 -2.8528
H 4.1105 -9.0306 -1.8654
H 5.8273 -9.0892 -1.4992
H 4.0570 -7.9504 0.6334
H 4.0596 -6.2241 0.7674
H 5.6284 -7.1663 0.8211
H 5.6091 -2.7717 -0.2767
H 6.8440 -3.8611 0.1525
H 5.1250 -4.0978 0.5085
C -2.8700 6.1626 -3.7216
C -1.5417 6.8274 -3.1442
C -1.5657 7.1921 -1.6678
C -1.5832 5.9543 -0.7940
C -0.3933 5.0498 -0.9393
C -0.1086 4.6220 -2.3902
N -0.3653 5.8866 -3.3199
O 0.3289 5.8608 -4.5050
C -1.1350 3.5951 -2.7699
C 1.3756 4.1373 -2.5312
C -1.2756 8.1856 -3.9029
H -3.4451 5.5285 -3.0469
H -2.6702 5.5474 -4.5990
H -3.6282 6.9255 -3.8980
H -2.4190 7.8320 -1.4431
H -0.7497 7.8865 -1.4677
H -2.5363 5.4343 -0.8911
H -1.4886 6.3937 0.1990
H -0.6183 4.2293 -0.2579
H 0.4489 5.6285 -0.5600
H -2.1657 3.8593 -2.5332
H -1.0480 2.5967 -2.3414
H -1.0644 3.3794 -3.8361
H 2.1218 4.9299 -2.5871
H 1.5367 3.4692 -3.3772
H 1.6858 3.5606 -1.6598
H -0.2588 8.5357 -3.7247
H -1.9561 8.9710 -3.5741
H -1.3721 8.0215 -4.9762
B 1.7809 -2.2597 5.2602
F 0.9875 -1.1871 4.8569
F 2.6681 -1.8902 6.3013
F 0.9246 -3.2821 5.6904
F 2.5220 -2.7163 4.1954
B 2.0385 3.9419 2.1093
F 2.5521 4.6051 3.2231
F 2.2643 4.6695 0.9104
F 2.7296 2.7370 1.9769
F 0.7033 3.6539 2.2150
B -5.7067 0.8256 1.0947
F -5.9200 -0.3349 1.7806
F -5.6035 0.5224 -0.2558
F -6.6542 1.7439 1.2390
F -4.4984 1.3826 1.5221
B 5.6429 -0.8097 1.7266
F 5.8275 0.2915 2.5216
F 5.3247 -0.3414 0.4275
F 6.8115 -1.5442 1.8324
F 4.5719 -1.5369 2.2734
B -0.7053 0.2194 -4.6399
F -0.1433 -0.3138 -3.4831
F 0.2154 1.0489 -5.2816
F -1.1027 -0.8175 -5.4222
F -1.8162 0.9850 -4.3791

6.
19
Properties=species:S:1:pos:R:3 method="wB97M-V/def2-TZVPD" de_lowest_kcal_mol=78.1 spin_multiplicity=1 e_homo_ev=-13.46 homo_lumo_gap_ha=0.3372 total_charge=+1
C -2.0908 -2.0103 0.2677
C -1.9336 -0.8433 -0.3064
C -1.9566 1.4992 0.3725
C 3.1270 -0.2349 0.0424
C -2.1172 0.4312 -0.6764
C 1.7635 -0.5001 -0.0713
N 0.8060 0.3367 -0.2447
H -2.8907 -2.6816 0.5036
H -1.6364 0.9428 1.3570
H -1.2827 2.1954 0.0714
H -2.8778 1.9734 0.6605
H 3.5156 -0.6652 -0.8672
H 3.5969 0.6643 0.1951
H 3.3826 -0.9889 0.7644
H -2.1553 0.7041 -1.6984
H 1.5675 -1.5429 -0.1520
H 0.9485 1.4233 -0.3942
H -0.2019 -0.0090 -0.2309
H -1.1207 -2.4852 0.3472

7.
70
Properties=species:S:1:pos:R:3 method="wB97M-V/def2-TZVPD" de_lowest_kcal_mol=0.4 s_squared=8.766 spin_multiplicity=6 e_homo_ev="-13.64 / -14.11" homo_lumo_gap_ha="0.2680 / 0.1721" total_charge=+2
Rh -0.1280 0.1619 -0.2087
C -4.0480 -0.9856 1.0198
C -3.1566 -0.1140 0.4567
N -1.9134 -0.6636 0.4529
N -2.0200 -1.9062 1.0057
C -3.2868 -2.1144 1.3578
B -0.6980 -2.7603 1.1041
N -0.1835 -2.8935 -0.3637
C 0.0135 -4.0000 -1.1011
C 0.3583 -3.6212 -2.3833
C 0.3394 -2.2311 -2.3587
N 0.0074 -1.8091 -1.1396
N 0.3154 -1.9143 1.9576
C 0.7953 -2.1631 3.1881
C 1.5367 -1.0757 3.6097
C 1.4469 -0.1624 2.5673
N 0.7159 -0.6778 1.5773
N -0.8500 -4.1114 1.7150
C 0.1458 -5.0123 1.9559
C -0.4253 -6.1556 2.4470
C -1.8042 -5.8748 2.4667
N -2.0571 -4.6604 2.0271
H -5.1025 -0.8461 1.1761
H -3.3143 0.8740 0.0594
H -3.5539 -3.0496 1.8203
H -0.1225 -4.9775 -0.6707
H 0.5717 -4.2639 -3.2177
H 0.5373 -1.5261 -3.1497
H 0.5685 -3.0894 3.6871
H 2.0566 -0.9630 4.5432
H 1.8642 0.8280 2.4806
H 1.1778 -4.7720 1.7600
H 0.0709 -7.0623 2.7418
H -2.6149 -6.5093 2.7851
S 4.3077 3.5259 -5.4889
N 4.6396 2.2844 -4.5200
C 3.5736 2.1014 -3.7523
C 3.4549 1.1155 -2.6924
C 4.4663 0.2286 -2.3119
C 4.2253 -0.6575 -1.2852
C 2.9821 -0.6511 -0.6549
N 2.0211 0.1937 -1.0063
C 2.2452 1.0614 -2.0069
C 1.1393 1.9492 -2.3400
N 0.0122 1.8087 -1.6094
C -1.0263 2.6073 -1.8505
C -1.0021 3.5654 -2.8578
C 0.1388 3.7127 -3.6171
C 1.2428 2.8978 -3.3529
C 2.5052 2.9664 -4.0685
N 2.7770 3.7933 -5.0696
H 5.4175 0.2513 -2.8269
H 4.9813 -1.3580 -0.9620
H 2.7488 -1.3415 0.1441
H -1.8902 2.4914 -1.2075
H -1.8720 4.1840 -3.0235
H 0.1988 4.4502 -4.4067
C -2.9597 3.9739 1.0463
C -2.0447 3.4226 2.1490
C -1.4547 4.5764 2.9643
C -0.9498 2.5783 1.5795
H -3.7544 4.5773 1.4852
H -3.4378 3.1789 0.4696
H -2.3996 4.6145 0.3614
H -2.6475 2.7965 2.8129
H -0.8362 5.2153 2.3310
H -0.8398 4.2113 3.7856
H -2.2486 5.1923 3.3858
H -0.8953 1.5247 1.8439
H -0.0613 3.0595 1.1835

8.
16
Properties=species:S:1:pos:R:3 method="wB97M-V/def2-TZVPD" de_lowest_kcal_mol=116.6 s_squared=2.033 spin_multiplicity=3 e_homo_ev="-9.61 / -12.90" homo_lumo_gap_ha="0.2292 / 0.2428" total_charge=+1
C -0.3644 -0.6129 0.1441
C 0.4197 2.0127 -0.4998
C -1.0701 0.5013 0.5131
N 1.4559 1.5317 -0.1352
N 1.7553 0.4301 0.6276
N 1.0137 -0.7051 0.3657
N 1.8034 -1.6878 -0.3122
N -2.5342 0.4185 0.2787
H -0.6368 -1.6368 -0.2349
H -0.0042 2.8387 -1.0557
H 2.7131 0.0707 0.7239
H 1.6670 -1.9583 -1.2773
H 2.1023 -2.4535 0.2256
H -2.7900 -0.3208 0.8378
H -2.6453 0.2592 -0.7690
H -2.8854 1.3123 0.5675

9.
18
Properties=species:S:1:pos:R:3 method="wB97M-V/def2-TZVPD" de_lowest_kcal_mol=131.6 spin_multiplicity=1 e_homo_ev="-8.35 / -8.35" homo_lumo_gap_ha="0.2838 / 0.2841" total_charge=0
C 0.2995 0.6886 -0.8440
C -0.6950 -0.2533 0.8648
C 0.0990 -0.3981 -1.8204
C -2.0681 0.3728 0.7164
C 0.8297 0.6684 0.5393
C 1.9959 -0.2242 0.6695
C 3.0058 -0.8666 0.7870
O 0.7243 1.7646 1.1900
H 0.1433 1.7054 -1.2030
H -0.4823 -0.3650 1.9271
H -0.6269 -1.2699 0.4805
H 0.6466 -0.1675 -2.7368
H -0.9706 -0.4804 -2.0604
H 0.4123 -1.3763 -1.4602
H -2.0221 1.4227 1.0017
H -2.4540 0.2792 -0.3003
H -2.7780 -0.1427 1.3662
H 3.9405 -1.3578 0.8826

10.
12
Properties=species:S:1:pos:R:3 method="wB97M-V/def2-TZVPD" de_lowest_kcal_mol=44.3 spin_multiplicity=1 e_homo_ev=-9.51 smiles="CNC(C)=O" homo_lumo_gap_ha=0.3802 total_charge=0
C -1.8616 0.2231 -0.0500
N -0.5446 -0.3741 -0.0314
C 0.5236 0.4461 -0.0379
C 1.9010 -0.3259 -0.0761
O 0.5204 1.6846 0.0044
H -2.3068 0.1405 -0.9557
H -1.7954 1.2121 0.0834
H -2.3810 -0.4099 0.8719
H -0.5574 -1.3776 0.0139
H 1.9072 -0.9752 -0.7402
H 2.7078 0.4165 -0.0961
H 1.8868 -0.6600 1.0138

Number 1: DFT total energy -21747.7749 eV. Number 2: DFT total energy -12474.3342 eV. Number 3: DFT total energy -12521.6597 eV. Number 4: DFT total energy -207295.5419 eV. Number 5: DFT total energy -134022.4037 eV. Number 6: DFT total energy -7896.6730 eV. Number 7: DFT total energy -61860.0249 eV. Number 8: DFT total energy -10674.5374 eV. Number 9: DFT total energy -9462.8528 eV. Number 10: DFT total energy -6760.8272 eV.